Computed, not measured: a molecular structure, C50H53N12O3SSc in a non-equilibrium geometry, with ωB97M-V with the def2-TZVPD basis set.

Summary:
E_tot = -3978.49681 a.u.
Energy above the lowest of the compared OMol25 structures with the same formula, charge and spin = 0.261 eV

ORCA input file:
```
! RIJCOSX wB97M-V def2-TZVPD def2/J DEFGRID3
* xyz 2 1
Sc 0.044 -0.924 0.058
S -0.596 -1.294 2.880
O 3.317 -7.117 3.540
O -0.035 0.886 0.845
O 1.278 -7.458 2.942
N -2.178 -1.574 0.321
N 2.292 -6.796 2.993
N -0.875 -0.493 -1.796
N -1.703 0.299 4.656
N -3.177 -0.756 -0.061
N 0.454 -3.200 0.135
N 3.834 3.925 -2.071
N 1.668 -1.719 -2.742
N -1.377 1.347 2.691
N 3.190 1.760 -1.002
N 1.937 -1.397 1.474
N 1.873 -1.147 -1.527
C 2.960 2.846 -0.058
C 2.626 -0.493 2.141
C -0.531 3.428 -0.158
C -3.764 1.707 4.642
C -4.377 -1.272 0.275
C -1.846 1.624 -2.538
C 3.685 -2.360 -2.115
C -0.838 1.627 1.551
C -0.225 -2.146 -7.260
C 5.006 2.984 -2.131
C -2.186 5.143 1.249
C 3.479 -0.813 3.205
C 3.604 -2.126 3.577
C -1.758 -0.971 -4.002
C -1.630 -1.360 -5.312
C -4.152 -2.469 0.913
C 2.194 -5.393 2.541
C -1.570 5.579 0.082
C -2.332 1.542 5.127
C -1.699 -0.836 5.579
C 0.520 -1.486 -3.575
C 2.661 3.342 -2.810
C 2.041 -2.691 1.843
C -0.242 -4.055 -0.592
C -3.803 2.582 -1.497
C -0.393 -1.767 -5.818
C 3.465 4.186 -0.638
C -0.192 -5.434 -0.374
C 2.392 1.947 -2.203
C 3.104 -1.523 -1.169
C 4.601 1.708 -1.352
C -4.802 3.693 -1.352
C -2.942 0.429 -0.807
C -2.933 -1.713 5.440
C 2.873 -3.107 2.884
C -2.792 2.623 -2.457
C 2.938 -4.498 3.216
C 2.728 -2.476 -3.095
C 0.659 -1.820 -4.928
C -1.239 0.187 3.412
C -0.745 4.717 -0.623
C -0.683 -0.967 -3.088
C -1.964 3.860 1.717
C 1.249 -3.667 1.126
C -1.127 2.991 1.016
C -3.854 1.472 -0.672
C 0.574 -5.922 0.653
C 1.321 -5.029 1.450
C -2.763 -2.607 0.919
C -1.877 0.500 -1.704
H -5.291 -0.771 0.014
H 3.584 -4.837 4.015
H -4.821 4.069 -0.329
H -3.807 1.650 3.556
H 2.928 3.310 -3.865
H -5.809 3.352 -1.598
H 5.189 1.611 -0.440
H -3.012 -2.104 4.426
H -4.621 1.406 0.090
H -0.756 -3.072 -7.484
H 2.481 0.534 1.830
H 3.479 2.627 0.875
H 2.705 4.967 -0.631
H -1.720 2.385 4.811
H -2.732 3.471 -3.127
H 1.337 1.831 -1.962
H -2.724 -0.643 -3.644
H 4.648 -2.834 -2.084
H 0.060 2.725 -0.724
H -0.796 -1.419 5.394
H 2.733 -3.048 -4.002
H -2.303 1.502 6.216
H -2.497 -1.341 -5.958
H 5.205 2.796 -3.186
H -1.056 1.686 -3.278
H -4.145 2.678 4.953
H 4.250 -2.417 4.395
H 2.646 1.159 -2.910
H -0.300 5.042 -1.555
H -1.629 -0.426 6.586
H -4.420 0.944 5.056
H -4.561 4.525 -2.012
H -4.886 -3.144 1.308
H -2.863 -2.554 6.128
H -2.167 -3.388 1.359
H 4.014 -0.029 3.721
H -3.842 -1.164 5.675
H -0.865 -3.632 -1.373
H -2.837 5.810 1.798
H -0.768 -6.098 -1.001
H 1.830 4.034 -2.673
H 1.893 2.903 0.158
H 5.859 3.505 -1.699
H -1.744 6.584 -0.279
H 3.521 -1.184 -0.241
H 4.784 0.827 -1.966
H 4.364 4.559 -0.148
H -0.626 -1.375 -7.918
H 0.605 -6.982 0.855
H 1.626 -2.115 -5.306
H 4.094 4.807 -2.511
H 0.823 -2.294 -7.512
H -2.428 3.517 2.630
*
```

Atomic partial charges in e from the Mulliken method, atoms 1 to 6: -1.329 -0.471 -0.582 0.953 -0.554 1.386